This record from the Open Molecules 2025 dataset describes 2 unconnected molecules or ions with the total composition C3H6OS in a non-equilibrium geometry. The level of theory is ωB97M-V/def2-TZVPD.

```
11
Properties=species:S:1:pos:R:3:forces:R:3
S -2.322253 -0.280360 -0.915170 0.4163 0.8270 -0.9486
O -2.489472 -0.263425 0.755006 0.5998 0.6490 1.5698
C 0.082535 -1.669543 0.419293 -3.3472 3.1336 0.5970
C -1.228127 0.225540 0.441855 1.3731 -3.9099 -1.0571
C -0.758059 1.598526 0.829607 -0.6253 2.0349 -0.3774
H 0.309878 1.735860 1.150157 -1.0973 -0.7262 -0.2758
H -0.502310 -2.143565 -0.314083 -0.3541 -0.3846 -1.0565
H -1.445588 1.946441 1.646614 0.7511 -0.3190 -0.4812
H -0.138169 -2.047786 1.371729 0.0465 -0.3267 1.3696
H 1.050569 -1.398626 0.206869 2.0466 0.5494 -0.4810
H -0.918245 2.383464 -0.012060 0.1905 -1.5274 1.1411
```
Forces are in eV/Å.

Computed properties:
Highest occupied orbital energy = -8.53 eV
Energy = -591.15506 hartree
HOMO-LUMO gap = 8.89 eV